# 1
Here is a molecular structure, C47H40BiN3P2Si from the OMol25 dataset. Energies are from ωB97M-V/def2-TZVPD.

Summary:
Energy relative to the best compared isomer or geometry (same formula, charge and spin)   2.45 kcal/mol
Energy   -86143.012 eV
Total charge   +2
Lowest unoccupied orbital energy   -5.580 eV
Multiplicity   1

Positions of all 94 atoms, in Å:
Bi -0.5869 0.4160 0.1961
C -0.5422 -1.6658 3.6024
Si -0.0399 -1.6866 1.8073
C 1.8316 -1.9038 1.7487
C 2.3819 -3.1253 2.1353
C 3.7577 -3.2902 2.2305
C 4.6079 -2.2255 1.9654
C 4.0880 -1.0029 1.5690
C 2.7077 -0.8457 1.4554
P 2.0021 0.6718 0.7811
C 3.2480 1.5515 -0.1754
C 4.1832 2.3376 0.5051
C 5.1774 2.9886 -0.2089
C 5.2316 2.8686 -1.5942
C 4.2937 2.1007 -2.2684
C 3.2995 1.4412 -1.5599
C 1.4807 1.7800 2.1226
C 1.0097 3.0506 1.7672
C 0.4395 3.8668 2.7308
C 0.3234 3.4174 4.0429
C 0.7962 2.1616 4.3977
C 1.3751 1.3393 3.4389
C -0.9019 -3.1440 0.9849
C -1.2719 -4.2680 1.7282
C -1.9564 -5.3230 1.1356
C -2.2990 -5.2726 -0.2093
C -1.9351 -4.1745 -0.9750
C -1.2351 -3.1281 -0.3801
P -0.6342 -1.7609 -1.3854
C 0.9686 -2.2222 -2.0603
C 1.6131 -3.3873 -1.6549
C 2.8673 -3.6925 -2.1708
C 3.4688 -2.8459 -3.0891
C 2.8230 -1.6835 -3.5000
C 1.5789 -1.3650 -2.9811
C -1.7860 -1.4783 -2.7365
C -2.9906 -0.8334 -2.4362
C -3.9152 -0.5916 -3.4379
C -3.6355 -0.9838 -4.7422
C -2.4421 -1.6261 -5.0430
C -1.5119 -1.8770 -4.0420
H -0.0118 -2.4874 4.0975
H -0.2667 -0.7416 4.1145
H -1.6161 -1.8292 3.7289
H 1.7298 -3.9672 2.3528
H 4.1676 -4.2540 2.5062
H 5.6793 -2.3494 2.0564
H 4.7603 -0.1863 1.3386
H 4.1296 2.4476 1.5817
H 5.9051 3.5960 0.3145
H 6.0053 3.3841 -2.1494
H 4.3362 2.0185 -3.3477
H 2.5708 0.8378 -2.0829
H 1.1012 3.4028 0.7435
H 0.0921 4.8561 2.4584
H -0.1260 4.0522 4.7958
H 0.7197 1.8241 5.4243
H 1.7680 0.3665 3.7178
H -1.0396 -4.3210 2.7875
H -2.2374 -6.1830 1.7311
H -2.8521 -6.0867 -0.6611
H -2.1992 -4.1306 -2.0258
H 1.1408 -4.0554 -0.9443
H 3.3687 -4.6006 -1.8591
H 4.4409 -3.0948 -3.4960
H 3.2893 -1.0308 -4.2286
H 1.0674 -0.4643 -3.3101
H -3.2120 -0.5221 -1.4189
H -4.8495 -0.0955 -3.2059
H -4.3536 -0.7877 -5.5288
H -2.2345 -1.9367 -6.0592
H -0.5842 -2.3837 -4.2777
N -3.4065 3.6687 0.4318
C -2.9578 3.4360 -0.8664
C -3.1558 4.4615 -1.8035
C -2.7424 4.2635 -3.0978
C -2.1379 3.0551 -3.4457
C -1.9920 2.1135 -2.4572
N -2.3899 2.2818 -1.1839
C -3.4019 2.9053 1.5918
C -4.2389 3.3492 2.6301
C -4.2729 2.6588 3.8131
C -3.4711 1.5256 3.9570
C -2.6839 1.1707 2.8909
N -2.6268 1.8323 1.7167
H -3.9457 4.5130 0.5187
H -3.6297 5.3900 -1.5075
H -2.8910 5.0399 -3.8381
H -1.7980 2.8613 -4.4529
H -1.5422 1.1485 -2.6864
H -4.8617 4.2242 2.4823
H -4.9205 2.9847 4.6169
H -3.4587 0.9461 4.8704
H -2.0357 0.3044 2.9711

Forces on atoms 1 to 6 (eV/Å):
-0.01 0.24 0.03
-0.11 0.04 0.12
0.05 -0.38 0.17
0.12 0.21 -0.02
-0.05 0.01 0.05
0.01 -0.02 -0.02

Atomic partial charges in e from the Mulliken method, atoms 1 to 8:
1. Bi 1.92
2. C -1.68
3. Si 1.00
4. C 0.52
5. C -0.47
6. C -0.91
7. C -0.80
8. C -1.04

# 2
Here is a molecular structure, C47H40Cl7CsN6O5S2 from the OMol25 dataset. Energies are from ωB97M-V/def2-TZVPD.

Summary:
Energy relative to the best compared isomer or geometry (same formula, charge and spin)   4.67 kcal/mol
Energy   -178446.638 eV
Total charge   -2
Lowest unoccupied orbital energy   3.133 eV
Multiplicity   1

Positions of all 108 atoms, in Å:
Cs 0.5922 -0.0036 -0.7515
Cl 1.2529 6.7857 3.4090
C 0.4692 5.2773 2.9999
C 0.7580 4.6704 1.7871
C 0.1831 3.4660 1.3918
N 0.5049 2.9913 0.1131
C 1.7451 2.7021 -0.1458
O 2.1865 2.3770 -1.2928
C 2.7687 2.4623 0.9535
C 4.0398 3.0275 0.8468
C 4.9803 2.7308 1.8106
C 4.6381 1.8504 2.8312
C 3.3638 1.3122 2.8302
N 2.4363 1.6125 1.9220
C -0.7558 2.8157 2.2529
C -1.0351 3.4680 3.4669
C -0.4411 4.6670 3.8328
Cl -0.8723 5.3783 5.3769
N -1.3330 1.6161 1.8345
C -2.0476 0.9127 2.7000
O -2.2763 1.1024 3.9196
C -2.7297 -0.3529 2.1602
C -3.5236 -1.0619 3.0742
C -4.1806 -2.2045 2.6713
C -4.0382 -2.6223 1.3546
C -3.2383 -1.8614 0.5210
N -2.5938 -0.7557 0.8977
H 1.4464 5.1568 1.1078
H 4.2558 3.6660 0.0013
H 5.9737 3.1624 1.7664
H 5.3447 1.5771 3.6043
H 3.0620 0.6036 3.5957
H -1.7229 3.0036 4.1512
H -3.5828 -0.6705 4.0789
H -4.7881 -2.7687 3.3708
H -4.5230 -3.5152 0.9781
H -3.1026 -2.1516 -0.5147
Cl -0.7761 -3.8134 2.6019
C 0.3596 -2.7860 3.5095
Cl 0.4668 -1.1608 2.8568
H 1.3343 -3.2572 3.4484
H 0.0029 -2.7271 4.5308
S -1.5217 -2.1101 -2.6275
C -2.6618 -1.3639 -3.5498
N -2.8574 -1.6165 -4.8623
C -4.1073 -1.2462 -5.5081
C -5.2055 -1.2459 -4.4682
N -4.8436 -0.3115 -3.4218
C -5.8645 0.5877 -2.9060
C -6.8001 -0.1164 -1.9539
C -8.1193 -0.3727 -2.3073
C -8.9670 -1.0463 -1.4362
C -8.4934 -1.4713 -0.2040
C -7.1744 -1.2201 0.1551
C -6.3314 -0.5450 -0.7131
C -3.5659 -0.2975 -2.9567
S -2.9488 0.7714 -1.8915
C -1.8850 -2.3179 -5.6888
C -2.3061 -3.7187 -6.0628
C -2.3237 -4.1118 -7.3957
C -2.6793 -5.4078 -7.7480
C -3.0270 -6.3211 -6.7651
C -3.0202 -5.9336 -5.4302
C -2.6640 -4.6407 -5.0806
H -4.3231 -1.9980 -6.2703
H -4.0306 -0.2669 -5.9938
H -5.3491 -2.2600 -4.0790
H -6.1468 -0.9218 -4.9119
H -6.4249 0.9934 -3.7534
H -5.3443 1.4014 -2.4051
H -8.4888 -0.0385 -3.2716
H -9.9939 -1.2396 -1.7218
H -9.1508 -1.9964 0.4782
H -6.7893 -1.5466 1.1132
H -5.3033 -0.3485 -0.4288
H -0.9435 -2.3330 -5.1413
H -1.7440 -1.7267 -6.5984
H -2.0475 -3.3983 -8.1647
H -2.6821 -5.7018 -8.7905
H -3.2967 -7.3347 -7.0343
H -3.2732 -6.6451 -4.6556
H -2.6402 -4.3388 -4.0399
Cl -0.2917 1.2124 -4.3637
C 1.1225 2.2886 -4.2059
Cl 2.4161 1.8288 -5.3324
H 1.4916 2.2539 -3.1769
H 0.7929 3.2859 -4.4678
C 2.8103 -7.5182 1.0914
C 1.9526 -6.8226 0.0747
C 1.1128 -7.5235 -0.7730
C 0.3292 -6.8484 -1.6965
Cl -0.7429 -7.7646 -2.7426
C 0.3854 -5.4747 -1.8071
C 1.2233 -4.7571 -0.9625
C 1.9918 -5.4215 -0.0100
O 2.7839 -4.8031 0.8832
C 2.7003 -3.3734 0.8852
C 3.3226 -2.6838 -0.3617
O 4.4085 -3.1234 -0.7528
O 2.6239 -1.7259 -0.7866
H 2.6953 -8.6005 1.0214
H 2.5480 -7.1996 2.1025
H 3.8604 -7.2595 0.9461
H 1.0630 -8.6039 -0.7108
H -0.2120 -4.9544 -2.5456
H 1.2852 -3.6814 -1.0723
H 3.2572 -3.0455 1.7642
H 1.6518 -3.0934 0.9920

Forces on atoms 1 to 6 (eV/Å):
-0.89 0.21 0.25
-0.01 -0.01 0.00
-0.01 -0.02 -0.02
0.02 0.06 0.01
-0.04 0.03 -0.15
-0.05 0.00 0.31

Atomic partial charges in e from the Mulliken method, atoms 1 to 8:
1. Cs 0.96
2. Cl -0.29
3. C 0.05
4. C -0.10
5. C 0.23
6. N -0.52
7. C -0.86
8. O -0.83

# 3
Here is a molecular structure, C47H40N8O5RuS3 from the OMol25 dataset. Energies are from ωB97M-V/def2-TZVPD.

Summary:
Energy   -106612.975 eV
Total charge   +2
Lowest unoccupied orbital energy (alpha / beta)   -4.606 / -6.931 eV
<S²>   6.0229
Multiplicity   5

Positions of all 104 atoms, in Å:
Ru 0.7557 1.3918 -1.6291
N -0.9464 1.2203 -0.6555
S -1.6720 0.7737 0.5623
N -1.9056 -0.8493 0.7240
S -0.9458 -1.8792 1.3998
N 0.5911 -1.8276 1.1141
S 1.2265 -1.4170 -0.3467
N 1.5228 0.0450 -0.4148
C 2.8300 -2.2178 -0.3630
C 3.6439 -2.1459 0.7551
C 4.9608 -2.5658 0.6547
C 5.4459 -3.0443 -0.5541
C 4.6210 -3.1055 -1.6679
C 3.3081 -2.6747 -1.5812
C 0.1643 -2.3180 -1.4989
C -0.7755 -1.6759 -2.2804
C -1.5705 -2.4465 -3.1158
C -1.4095 -3.8230 -3.1548
C -0.4638 -4.4502 -2.3571
C 0.3266 -3.6928 -1.5100
C -1.6136 -3.4799 0.9411
C -2.7398 -3.5839 0.1448
C -3.2031 -4.8480 -0.1860
C -2.5430 -5.9742 0.2801
C -1.4181 -5.8507 1.0819
C -0.9438 -4.5951 1.4192
C -1.0713 -1.7819 3.1866
C -2.3408 -1.8609 3.7370
C -2.4808 -1.7757 5.1119
C -1.3588 -1.6200 5.9116
C -0.0955 -1.5577 5.3455
C 0.0574 -1.6383 3.9709
C -3.3337 1.4451 0.5274
C -3.4948 2.5977 -0.2244
C -4.7225 3.2377 -0.2304
C -5.7668 2.7182 0.5215
C -5.5952 1.5533 1.2559
C -4.3706 0.9051 1.2656
C -0.9338 1.2519 2.1525
C 0.4433 1.3772 2.1837
C 1.0684 1.7168 3.3725
C 0.3086 1.9373 4.5111
C -1.0719 1.8170 4.4628
C -1.7064 1.4687 3.2791
H 3.2356 -1.7643 1.6764
H 5.6088 -2.5071 1.5155
H 6.4736 -3.3625 -0.6315
H 4.9954 -3.4835 -2.6077
H 2.6574 -2.6898 -2.4435
H -0.8707 -0.5928 -2.2593
H -2.3048 -1.9684 -3.7453
H -2.0256 -4.4135 -3.8131
H -0.3351 -5.5207 -2.3954
H 1.0672 -4.1561 -0.8745
H -3.2258 -2.6868 -0.2027
H -4.0814 -4.9527 -0.8017
H -2.9081 -6.9566 0.0249
H -0.9127 -6.7288 1.4485
H -0.0694 -4.4687 2.0395
H -3.1924 -1.9974 3.0885
H -3.4599 -1.8385 5.5577
H -1.4682 -1.5583 6.9831
H 0.7731 -1.4548 5.9740
H 1.0245 -1.5978 3.4984
H -2.6567 2.9623 -0.7994
H -4.8464 4.1460 -0.8004
H -6.7262 3.2139 0.5286
H -6.4099 1.1513 1.8362
H -4.2151 -0.0070 1.8198
H 1.0081 1.2180 1.2723
H 2.1417 1.8251 3.3969
H 0.7918 2.2189 5.4336
H -1.6633 2.0040 5.3446
H -2.7807 1.3847 3.2413
O -1.8291 8.1820 -0.5839
C -2.3981 7.1364 -0.6268
O -3.4681 6.5936 -0.6274
C -1.2564 5.8915 -0.6650
C -0.9416 5.3031 0.5400
C -0.0623 4.2274 0.5079
N 0.4092 3.7533 -0.6331
C 0.0984 4.3480 -1.7758
C -0.7300 5.4657 -1.8616
C 0.7173 3.5820 -2.9680
O 1.7434 3.9848 -3.4779
O 0.0613 2.5236 -3.2154
H -1.3480 5.6528 1.4747
H 0.2693 3.7382 1.4118
H -0.9326 5.9469 -2.8065
C 5.7734 1.6015 -4.5062
N 4.4768 1.3344 -3.9350
C 3.6681 0.2312 -4.3905
C 2.4802 0.3372 -3.4556
O 1.5255 -0.4156 -3.3653
N 2.6466 1.4251 -2.6660
C 3.8113 2.0202 -3.0001
N 4.2798 3.1137 -2.4144
H 6.2407 0.6478 -4.7503
H 6.4138 2.1166 -3.7938
H 5.6985 2.1909 -5.4227
H 4.1727 -0.7361 -4.2984
H 3.3530 0.3695 -5.4317
H 3.6508 3.6682 -1.8550
H 5.0703 3.5915 -2.8162

Forces on atoms 1 to 6 (eV/Å):
0.59 -0.06 0.44
-1.54 -0.32 1.42
1.12 0.36 -1.27
-0.28 -0.38 0.26
-0.03 0.48 -0.21
0.00 -0.26 0.24

Atomic partial charges in e from the Mulliken method, atoms 1 to 8:
1. Ru 0.55
2. N -0.33
3. S 1.71
4. N -0.37
5. S 1.66
6. N -0.40
7. S 2.01
8. N -0.93

# 4
Here is a molecular structure, C47H41AsCl5N2O3ReS5 from the OMol25 dataset. Energies are from ωB97M-V/def2-TZVPD.

Summary:
Energy relative to the best compared isomer or geometry (same formula, charge and spin)   39.93 kcal/mol
Energy   -238285.715 eV
Total charge   -1
Lowest unoccupied orbital energy (alpha / beta)   1.481 / 1.560 eV
<S²>   3.7766
Multiplicity   4

Positions of all 105 atoms, in Å:
Re 0.2927 -0.4797 0.0607
O -3.5332 4.4200 3.2542
C -3.0033 3.8508 2.3287
S -3.7899 3.4501 0.8067
C -2.4443 2.6246 -0.0001
C -1.3097 2.5854 0.7430
S 0.2144 1.8920 0.2599
S -1.3181 3.3261 2.3388
S -2.7582 1.9697 -1.5451
N 0.5953 -0.5630 2.0856
S 0.9386 -1.5628 3.3157
C 0.4980 -3.2122 2.8816
C 1.4775 -4.1748 3.0640
C 1.1663 -5.5033 2.8107
C -0.1034 -5.8429 2.3774
C -1.0725 -4.8658 2.1863
C -0.7769 -3.5407 2.4366
C -0.2337 -1.1774 4.6270
C -0.2060 0.1571 5.0199
C -1.1031 0.6088 5.9709
C -1.9962 -0.2814 6.5529
C -1.9822 -1.6184 6.1915
C -1.1010 -2.0774 5.2214
H 1.0562 0.3221 2.2898
H 2.4657 -3.8844 3.3949
H 1.9229 -6.2660 2.9348
H -0.3376 -6.8762 2.1606
H -2.0527 -5.1337 1.8164
H -1.5163 -2.7702 2.2791
H 0.4691 0.8575 4.5441
H -1.1188 1.6567 6.2377
H -2.7087 0.0728 7.2859
H -2.6792 -2.3112 6.6435
H -1.1110 -3.1174 4.9310
C 1.8402 -3.1447 -2.0209
C 1.0921 -3.4839 -0.7451
O 0.9744 -4.6487 -0.4117
O 0.6738 -2.5043 0.0150
H 1.4456 -3.7560 -2.8305
H 2.8875 -3.4161 -1.8820
H 1.7826 -2.0914 -2.2783
C 2.1127 0.3163 -7.6812
C 2.2916 0.6593 -6.2280
C 3.4293 1.2986 -5.7703
C 3.6214 1.6089 -4.4238
C 4.8489 2.4238 -4.0934
C 2.6548 1.2167 -3.4874
As 2.9038 1.5997 -1.5600
N 2.2338 0.0397 -0.6665
C 3.0538 -0.2208 0.4635
C 3.5095 -1.5222 0.7012
C 4.2342 -1.8303 1.8416
C 4.5430 -0.8472 2.7718
C 4.1254 0.4566 2.5329
C 3.4017 0.7696 1.3942
C 4.8162 1.1052 -1.3514
C 5.6337 2.0014 -0.6528
C 5.1733 3.3451 -0.1390
C 6.9638 1.6697 -0.3954
C 7.5118 0.4717 -0.8131
C 8.9426 0.1154 -0.5180
C 6.6952 -0.4000 -1.5220
C 5.3678 -0.1058 -1.7997
C 4.5882 -1.1076 -2.6027
C 1.4385 0.6946 -3.9605
C 0.2530 0.5500 -3.0591
C 1.2856 0.3981 -5.3071
H 2.9942 0.5888 -8.2611
H 1.2534 0.8394 -8.1043
H 1.9384 -0.7531 -7.8110
H 4.1947 1.5920 -6.4823
H 5.0757 3.0780 -4.9368
H 5.7237 1.7992 -3.9047
H 4.7062 3.0539 -3.2170
H 3.2854 -2.2911 -0.0248
H 4.5729 -2.8488 1.9920
H 5.1046 -1.0887 3.6650
H 4.3667 1.2421 3.2395
H 3.0606 1.7872 1.2337
H 4.2552 3.6925 -0.6078
H 5.9500 4.0920 -0.3092
H 4.9934 3.2988 0.9380
H 7.5792 2.3743 0.1548
H 9.4147 0.8712 0.1087
H 9.5234 0.0283 -1.4382
H 9.0062 -0.8430 -0.0002
H 7.1014 -1.3458 -1.8668
H 4.6518 -0.8847 -3.6708
H 3.5382 -1.1028 -2.3281
H 4.9888 -2.1098 -2.4437
H 0.4735 -0.1904 -2.2751
H -0.6281 0.1917 -3.5837
H -0.0105 1.4815 -2.5587
H 0.3447 -0.0234 -5.6437
Cl -2.4344 0.1924 2.4665
C -2.7730 -0.8325 1.1269
C -1.8343 -1.0257 0.1000
C -2.3270 -1.8047 -0.9544
Cl -1.3676 -2.0057 -2.3856
C -3.5796 -2.4112 -0.9827
Cl -4.0858 -3.3612 -2.3304
C -4.4335 -2.2503 0.0971
Cl -5.9750 -3.0201 0.1168
C -4.0276 -1.4457 1.1505
Cl -5.0952 -1.2265 2.4901

Forces on atoms 1 to 6 (eV/Å):
-0.12 0.60 -0.06
-0.03 0.04 0.06
0.02 -0.01 -0.04
-0.03 -0.03 0.00
-0.02 -0.09 0.01
-0.11 -0.05 0.14

Atomic partial charges in e from the Mulliken method, atoms 1 to 8:
1. Re -0.81
2. O -0.66
3. C 0.64
4. S -0.22
5. C 0.51
6. C -0.56
7. S -0.53
8. S -0.11

- Which of these has the highest multiplicity?
  C47H40N8O5RuS3